(1)
39
Properties=species:S:1:pos:R:3:nbo_charge:R:1 method="wB97M-V/def2-TZVPD" homo_lumo_gap_ev=6.64 largest_force_ha_per_bohr=0.028 homo_ev=-10.99 total_charge=+1 energy_ev=-36365.297
N 1.85328 2.10169 1.62823 -1.18
P 0.51927 2.43521 0.95197 1.20
S -1.20557 1.43279 2.05195 0.31
C -2.70244 2.16488 1.41635 -0.17
C -3.66167 1.39126 0.78747 -0.25
C -4.80679 2.04895 0.35593 0.07
N -5.00459 3.34930 0.53324 -0.36
C -4.07791 4.06567 1.15608 0.07
C -2.88759 3.52222 1.62220 -0.27
H 2.31060 2.89080 2.07608 0.42
H 0.31791 1.90814 -0.32559 0.02
H 0.14882 3.78836 0.93147 0.00
H -1.18136 0.26147 1.38337 0.21
H -3.54904 0.32479 0.63180 0.24
H -5.58830 1.49368 -0.15506 0.22
H -4.28243 5.12283 1.30084 0.22
H -2.16701 4.15059 2.13392 0.24
C 3.38187 -0.87327 0.57807 -0.63
C 2.25516 -1.86835 0.37838 -0.22
N 1.16878 -1.36244 -0.46262 -0.48
C -0.00663 -2.22684 -0.42495 -0.21
C 0.11561 -3.65608 -0.96011 -0.64
C 1.56679 -0.89010 -1.78591 -0.22
C 2.31388 -1.86371 -2.70241 -0.64
H 2.99389 0.06237 0.97694 0.22
H 4.10550 -1.26932 1.29094 0.22
H 3.92462 -0.66142 -0.34397 0.21
H 1.81165 -2.09810 1.35191 0.19
H 2.67144 -2.81339 0.00433 0.17
H -0.81163 -1.71563 -0.96567 0.18
H -0.32474 -2.28472 0.62368 0.18
H 0.15093 -3.68326 -2.04751 0.21
H -0.75160 -4.23929 -0.64729 0.22
H 1.00300 -4.15760 -0.57562 0.21
H 2.19330 -0.00521 -1.64556 0.19
H 0.66115 -0.53743 -2.28944 0.19
H 3.08814 -2.40945 -2.16260 0.21
H 2.80374 -1.30944 -3.50379 0.22
H 1.64993 -2.58996 -3.16705 0.21

---

(2)
44
Properties=species:S:1:pos:R:3:nbo_charge:R:1 method="wB97M-V/def2-TZVPD" homo_lumo_gap_ev=8.74 largest_force_ha_per_bohr=0.141 homo_ev=-12.15 total_charge=+1 energy_ev=-38797.405
C -0.75313 -2.38432 1.65482 -0.66
C -1.37482 -2.27799 0.14903 -0.08
O -2.29162 -1.14274 0.16994 -0.54
C -2.56776 -0.75814 -1.21720 -0.12
C -1.46169 0.31935 -1.63234 0.16
C -1.74068 1.74437 -1.12208 -0.06
N -0.56127 2.42952 -1.64099 -0.33
C -0.42548 3.89950 -1.31759 -0.34
S 1.26615 4.07695 -0.49892 0.20
C 1.49640 2.64841 0.65963 -0.55
C 0.42543 2.57555 1.86238 -0.64
C 0.31423 1.55870 -2.35996 0.23
N -0.22512 0.21549 -2.37622 -0.51
H 0.35318 -2.11223 1.69697 0.22
H -1.41019 -1.76326 2.35652 0.23
H -0.89745 -3.49047 1.96100 0.25
H -2.00362 -3.21611 -0.10360 0.19
H -0.50334 -2.14385 -0.59081 0.15
H -3.64394 -0.33865 -1.26988 0.24
H -2.54506 -1.65743 -1.92624 0.21
H -2.58631 2.17204 -0.49877 0.29
H -0.49032 4.45788 -2.30890 0.26
H -1.23603 4.21361 -0.56059 0.25
H 1.52448 1.61933 0.16012 0.21
H 2.53019 2.78397 1.16045 0.28
H 0.79880 1.73963 2.56910 0.23
H -0.62224 2.22718 1.52189 0.20
H 0.39292 3.55471 2.44686 0.23
H 1.30929 1.86312 -2.83008 0.28
H 0.15126 -0.65450 -2.78194 0.48
C -3.60049 -6.54429 2.71859 -0.49
N -2.24381 -6.03089 2.39381 0.53
O -1.69377 -6.48529 1.40383 -0.37
O -1.77823 -5.18848 3.14549 -0.38
H -3.88477 -7.28204 1.97041 0.24
H -3.55207 -6.99719 3.70820 0.24
H -4.28465 -5.69662 2.70431 0.24
C 5.69361 3.29915 -2.18974 -0.49
N 5.02856 2.96080 -0.90415 0.53
O 4.51578 1.85464 -0.81000 -0.40
O 5.04377 3.81584 -0.03564 -0.36
H 5.60316 2.45066 -2.86562 0.23
H 5.19050 4.17446 -2.59932 0.24
H 6.74020 3.50965 -1.97279 0.25

---

(3)
39
Properties=species:S:1:pos:R:3:nbo_charge:R:1 method="wB97M-V/def2-TZVPD" s2=6.0074 homo_lumo_gap_ev="5.90 / 7.15" largest_force_ha_per_bohr=0.064 multiplicity=5 homo_ev="-8.20 / -13.02" total_charge=+1 energy_ev=-43075.085
Ti 9.50451 -10.20915 40.17975 0.86
C 6.32501 -10.46007 37.76559 -0.62
C 7.79520 -10.68675 37.29627 -0.15
O 8.77402 -10.00007 38.01485 -0.29
H 5.59177 -10.86808 37.06990 0.24
H 6.12573 -9.42510 38.04351 0.23
H 6.24705 -11.07784 38.66022 0.21
H 7.79954 -10.53848 36.21641 0.19
H 7.98045 -11.76082 37.28368 0.25
C 9.12323 -10.42145 44.73415 -0.73
C 9.89301 -9.86856 43.59261 0.65
O 9.33490 -9.93719 42.47813 -0.64
C 11.22308 -9.12104 43.83183 -0.72
H 8.21918 -9.90078 45.04989 0.27
H 9.67180 -10.37718 45.67501 0.23
H 8.89027 -11.46210 44.50859 0.25
H 11.69366 -9.08517 42.84930 0.24
H 11.78224 -9.67130 44.58857 0.24
H 11.09902 -8.12594 44.25903 0.26
C 10.51514 -14.62248 39.89734 -0.73
C 9.60455 -13.53678 40.29133 0.64
O 9.98921 -12.42451 40.70687 -0.64
C 8.10381 -13.99586 40.46503 -0.73
H 11.53092 -14.33821 39.62262 0.25
H 9.97275 -15.08480 39.07261 0.24
H 10.54564 -15.39301 40.66769 0.27
H 7.95988 -14.85556 39.81056 0.23
H 7.37363 -13.18658 40.46139 0.24
H 8.00031 -14.49099 41.43055 0.26
C 10.94487 -7.04182 38.48647 -0.74
C 10.50590 -6.98318 39.94451 0.63
O 10.04385 -8.01620 40.49188 -0.65
C 10.53390 -5.66038 40.73290 -0.71
H 10.78445 -6.09427 37.97215 0.24
H 10.34986 -7.69040 37.84351 0.25
H 12.02503 -7.18228 38.44611 0.26
H 11.09560 -5.74347 41.66332 0.25
H 9.52116 -5.30263 40.91862 0.26
H 11.12202 -5.00319 40.09234 0.23

---

(4)
48
Properties=species:S:1:pos:R:3:nbo_charge:R:1 method="wB97M-V/def2-TZVPD" homo_lumo_gap_ev=8.75 largest_force_ha_per_bohr=0.054 homo_ev=-8.54 total_charge=0 energy_ev=-43878.647
O 1.00314 -4.06585 -0.94462 -0.54
C 1.09360 -4.37985 -2.11085 0.89
F 2.13841 -5.10279 -2.53032 -0.32
C 0.09816 -4.00387 -3.14311 -0.91
B -0.14587 -2.44295 -3.13735 1.19
O 0.61371 -1.53258 -2.43835 -0.88
B -0.22991 -0.90058 -1.55218 1.36
F 0.24009 -0.59934 -0.38361 -0.46
O -1.53066 -0.61408 -1.86014 -0.89
B -2.09529 -1.39854 -2.85865 1.17
C -3.63019 -1.65317 -2.89804 -0.79
C -4.09698 -2.67572 -1.84076 -0.39
C -4.33300 -4.05477 -2.42184 -0.49
S -4.91239 -5.18899 -1.11075 -0.05
O -1.24229 -1.94016 -3.81727 -0.88
H -0.84935 -4.47373 -2.94040 0.28
H 0.40567 -4.27759 -4.14369 0.27
H -4.10493 -0.70943 -2.66207 0.25
H -3.96402 -1.95958 -3.87627 0.23
H -3.46138 -2.72481 -0.96776 0.21
H -5.06132 -2.34932 -1.47988 0.21
H -5.10617 -4.01269 -3.16582 0.21
H -3.43153 -4.46603 -2.84601 0.21
H -5.43091 -4.29793 -0.25780 0.12
C 4.12993 4.65046 3.05950 -0.24
O 3.95509 3.85529 1.90364 -0.55
C 4.14683 2.46113 2.11519 -0.07
C 2.84035 1.70240 2.02120 -0.24
N 1.97080 1.99351 3.15493 -0.62
C 0.60243 1.50008 3.01085 -0.25
C -0.24748 2.03827 1.86440 -0.08
O -0.60870 3.40261 1.98695 -0.55
C 0.36068 4.33203 1.54191 -0.24
H 4.15076 5.69143 2.74106 0.19
H 3.30615 4.52513 3.77068 0.16
H 5.07461 4.42132 3.56071 0.17
H 4.64749 2.26987 3.06839 0.18
H 4.80447 2.10940 1.31553 0.18
H 3.05442 0.62997 2.00641 0.20
H 2.37429 1.96857 1.06349 0.17
H 1.93563 2.99410 3.29160 0.35
H 0.08206 1.73615 3.94222 0.20
H 0.63677 0.40893 2.93534 0.19
H -1.19071 1.48658 1.88150 0.19
H 0.19927 1.84471 0.88298 0.16
H 0.93948 3.94840 0.69820 0.17
H 1.03565 4.62378 2.35133 0.16
H -0.16690 5.23022 1.21953 0.19